228
Properties=species:S:1:pos:R:3:forces:R:3:lowdin_charge:R:1 method="wB97M-V/def2-TZVPD" gap_ev=9.02 charge=0 lumo_energy_ev=0.03 e_homo_ev=-9.0 energy_ev=-138697.275 fmax_ev_per_a=6.3
C -5.87850 2.03518 0.13352 0.0 -0.3 -0.7 -0.07
C -5.21026 1.49459 -1.14283 -0.3 0.2 0.3 -0.25
C -5.79344 0.13495 -1.57209 0.7 -0.2 0.0 -0.17
C -5.23854 -0.95127 -0.73977 0.9 -2.1 1.6 -0.18
N -4.76835 -1.80829 -0.08531 -1.2 2.3 -1.8 0.18
H -5.58895 3.07089 0.31124 0.1 -0.1 0.1 0.06
H -5.69423 1.42864 1.02023 0.1 0.0 0.0 0.07
H -6.94236 2.01132 -0.10254 -0.2 0.2 0.4 0.08
H -4.12645 1.42053 -1.05366 0.0 -0.1 0.1 0.09
H -5.39907 2.22977 -1.92511 0.0 -0.1 -0.2 0.10
H -5.50116 -0.09485 -2.59672 0.1 0.0 -0.1 0.10
H -6.88232 0.08574 -1.56769 0.0 0.1 0.3 0.12
C -5.32428 2.58666 7.35775 -0.1 -0.8 -0.2 -0.10
C -4.87675 1.81716 6.03550 -1.0 1.8 1.2 -0.18
C -4.63620 2.84765 4.85293 -0.1 -1.9 0.3 -0.17
C -4.27454 4.17297 5.26961 0.3 -0.6 0.1 -0.30
N -3.97731 5.21504 5.62049 0.2 1.2 0.3 0.19
H -5.97161 1.98170 7.99263 0.1 -0.4 -0.1 0.06
H -5.88565 3.51416 7.24502 0.1 0.0 -0.6 0.07
H -4.46951 2.83852 7.98548 0.2 0.0 -0.2 0.06
H -5.63291 1.09025 5.73898 -0.1 0.2 -0.1 0.09
H -3.99919 1.23521 6.31715 0.2 0.2 -0.5 0.08
H -5.51215 2.98330 4.21856 -0.2 -0.4 0.1 0.12
H -3.86097 2.37817 4.24736 0.2 0.4 -0.3 0.11
C 4.00496 -2.18006 3.70886 0.3 0.6 0.3 -0.07
C 3.29130 -0.94357 3.06561 0.3 -0.9 1.1 -0.21
C 1.89401 -1.22095 2.53173 0.1 0.0 -0.8 -0.18
C 1.15164 -2.05540 3.44906 -1.4 -1.5 1.6 -0.23
N 0.58068 -2.70855 4.22808 0.9 1.1 -1.4 0.17
H 3.46245 -2.65542 4.52606 -0.6 0.3 -0.1 0.07
H 4.87874 -1.77727 4.22108 0.3 -0.1 -0.2 0.05
H 4.34301 -3.01565 3.09599 -0.1 0.3 -0.6 0.06
H 3.92867 -0.43664 2.34112 -0.2 -0.2 -0.2 0.10
H 3.16028 -0.25472 3.90012 0.0 0.1 -0.1 0.08
H 1.91141 -1.67910 1.54285 0.1 -0.3 0.1 0.08
H 1.30596 -0.31970 2.35836 0.1 0.3 0.1 0.10
C 4.53077 -6.15478 0.46477 -0.7 0.1 -1.7 -0.10
C 3.12185 -5.56340 0.68353 0.6 -0.3 0.0 -0.23
C 2.68855 -4.36696 -0.18194 0.5 1.1 0.3 -0.17
C 3.55893 -3.16069 -0.11804 -0.4 -0.9 0.2 -0.22
N 4.21799 -2.22226 -0.08873 0.2 0.3 0.0 0.19
H 4.63407 -6.48862 -0.56769 -0.1 -0.1 -0.2 0.07
H 4.69409 -7.05746 1.05350 0.1 0.4 0.4 0.07
H 5.30215 -5.38788 0.53505 0.1 -0.2 0.6 0.04
H 3.15094 -5.35379 1.75279 -0.8 0.6 0.0 0.10
H 2.30696 -6.26264 0.49612 0.3 -0.4 0.2 0.10
H 1.69325 -4.05453 0.13409 0.0 0.1 0.2 0.09
H 2.55776 -4.54950 -1.24856 0.2 -0.7 0.0 0.07
C 0.73969 -10.76384 -4.38059 -1.2 0.0 0.6 -0.13
C 1.38610 -9.59202 -3.67642 -0.1 0.2 -0.9 -0.26
C 0.45870 -8.35136 -3.72755 0.7 0.5 1.0 -0.17
C 1.12836 -7.06155 -3.27326 0.5 0.9 0.1 -0.17
N 1.63020 -6.05867 -2.93533 -1.1 -2.5 -0.7 0.16
H 0.59287 -10.58957 -5.44651 0.5 -0.3 -0.1 0.08
H -0.27206 -10.87383 -3.99026 -0.2 -0.2 0.1 0.07
H 1.24988 -11.68325 -4.09338 0.1 0.0 -0.7 0.08
H 2.29982 -9.41984 -4.24525 0.3 0.4 0.6 0.11
H 1.57434 -9.91695 -2.65314 0.3 0.5 0.0 0.11
H -0.36972 -8.55209 -3.04819 -0.1 0.2 0.2 0.11
H -0.01812 -8.21323 -4.69794 0.4 0.2 -0.2 0.12
C 1.97541 -1.95940 -3.78425 0.3 0.4 -0.4 -0.11
C 3.41011 -1.50201 -3.39453 -1.2 -0.4 0.0 -0.23
C 4.51889 -2.53945 -3.66226 -0.7 0.3 1.0 -0.19
C 4.55396 -2.99419 -5.03191 0.4 -0.1 -1.1 -0.24
N 4.61843 -3.38583 -6.11341 -0.1 0.2 0.4 0.15
H 1.24154 -1.29132 -3.33346 0.1 0.3 -0.2 0.03
H 1.63186 -2.93783 -3.44847 0.6 -0.3 0.2 0.06
H 1.85275 -1.94790 -4.86726 -0.1 0.0 0.0 0.06
H 3.33466 -1.21319 -2.34620 0.7 -0.3 0.2 0.06
H 3.65821 -0.58349 -3.92638 -0.1 0.0 -0.2 0.10
H 4.35826 -3.44952 -3.08427 0.0 0.1 0.3 0.11
H 5.46620 -2.11037 -3.33579 0.2 -0.2 -0.3 0.10
C -1.72580 -5.54330 -3.25661 -1.0 0.2 -0.5 -0.10
C -2.59095 -4.34744 -2.86002 0.2 0.1 -0.3 -0.23
C -4.03833 -4.64939 -2.36372 0.9 -0.5 -0.6 -0.15
C -4.85672 -5.57791 -3.17814 3.9 3.9 3.0 -0.24
N -5.45835 -6.23995 -3.83251 -3.2 -3.5 -3.3 0.14
H -1.91467 -5.77866 -4.30400 0.2 -0.1 -0.1 0.08
H -2.07165 -6.41143 -2.69550 0.5 -0.2 0.3 0.07
H -0.67397 -5.29486 -3.11504 -0.3 -0.3 0.0 0.04
H -2.60116 -3.60304 -3.65617 -0.1 -0.1 -0.2 0.08
H -2.00517 -3.86124 -2.07991 -0.6 0.2 0.5 0.08
H -4.57702 -3.70186 -2.35292 -0.1 -0.2 0.8 0.10
H -3.88436 -5.16122 -1.41376 -0.6 0.5 0.3 0.08
C -2.67173 6.49920 0.21373 0.7 -0.4 1.1 -0.10
C -3.24841 5.22529 0.82330 -1.1 0.4 0.0 -0.23
C -3.86084 5.39642 2.26589 -0.4 0.2 -0.3 -0.17
C -4.69284 6.61984 2.56178 -0.9 3.0 0.4 -0.20
N -5.30409 7.61049 2.79755 2.1 -3.8 -1.0 0.12
H -3.37181 7.33466 0.21731 -0.1 -0.1 -0.2 0.08
H -2.28119 6.28530 -0.78117 -0.1 0.2 0.0 0.05
H -1.84299 6.74886 0.87626 0.3 0.6 -0.3 0.07
H -2.48730 4.44743 0.88468 0.1 0.0 0.1 0.09
H -3.96370 4.88907 0.07270 -0.5 -0.4 0.4 0.09
H -3.05823 5.27784 2.99380 0.1 0.7 0.1 0.09
H -4.52601 4.59056 2.57610 -0.1 -0.4 -0.6 0.08
C -1.09429 1.13863 -3.61585 -2.1 -0.9 0.1 -0.06
C -2.44046 0.29313 -3.75101 1.5 0.4 0.1 -0.21
C -2.59789 -0.40520 -5.13907 0.0 0.1 0.9 -0.17
C -1.55531 -1.39983 -5.42023 2.5 -2.3 -0.5 -0.21
N -0.74717 -2.22892 -5.64447 -2.5 2.5 0.7 0.17
H -1.04316 1.56526 -2.61412 0.1 -0.1 0.0 0.05
H -1.16431 1.97196 -4.31496 0.6 -0.2 -0.3 0.06
H -0.26902 0.43908 -3.74873 0.2 0.5 -0.3 0.06
H -3.29610 0.92333 -3.50848 -0.1 0.1 -0.4 0.08
H -2.43530 -0.45353 -2.95693 0.1 -0.3 -0.1 0.09
H -2.60696 0.30790 -5.96339 -0.1 0.1 0.0 0.12
H -3.52805 -0.97341 -5.13261 -0.2 0.1 -0.2 0.11
C 8.00975 -1.06713 0.89993 0.3 0.8 -0.3 -0.10
C 7.71380 -0.78053 -0.60206 0.4 -0.9 0.8 -0.23
C 8.23325 -1.95664 -1.49728 -0.5 0.2 0.1 -0.17
C 7.68238 -3.29339 -1.16386 0.4 1.8 -0.3 -0.23
N 7.26415 -4.30963 -0.86512 -0.4 -1.1 0.2 0.16
H 7.65992 -0.26297 1.54726 -0.3 0.1 -0.2 0.06
H 9.08936 -1.05297 1.04943 0.2 -0.3 0.0 0.07
H 7.62314 -1.99165 1.32875 -0.2 -0.1 -0.5 0.07
H 8.24807 0.11633 -0.91559 0.2 0.0 0.1 0.10
H 6.66454 -0.52323 -0.74686 -0.1 -0.6 -0.1 0.07
H 9.31654 -2.05785 -1.43153 0.1 0.2 0.2 0.11
H 8.04317 -1.73126 -2.54665 -0.2 -0.2 -0.1 0.10
F 4.82799 -0.22452 6.52858 0.2 0.5 -0.5 0.06
C 4.65640 0.74746 5.59883 -0.7 1.3 -0.2 -0.29
C 5.55690 0.97718 4.57622 0.7 -0.7 0.1 -0.04
C 5.32045 1.91933 3.56872 -0.5 -0.9 1.1 -0.07
C 4.14156 2.65493 3.62905 1.4 0.6 -1.1 -0.10
C 3.28403 2.53630 4.69109 0.6 0.2 0.1 -0.09
C 3.56234 1.60346 5.67419 -1.0 -0.2 0.7 -0.02
H 6.45432 0.37682 4.60107 0.2 -0.1 -0.3 0.12
H 6.03194 1.99673 2.75990 0.0 0.2 0.0 0.10
H 4.04138 3.40430 2.85781 -0.5 0.1 0.0 0.09
H 2.48256 3.25283 4.79423 -0.3 -0.3 0.1 0.10
H 2.83203 1.59042 6.46973 0.2 -0.5 0.4 0.12
F -2.10536 6.66241 -3.39005 1.2 0.3 0.2 0.06
C -3.27504 6.08923 -3.63820 -0.4 -0.3 -0.2 -0.33
C -4.39378 6.86747 -3.53224 -1.8 -0.8 -0.4 0.00
C -5.65054 6.24040 -3.78354 1.9 1.4 0.3 -0.05
C -5.68344 4.91170 -4.15381 -1.2 -0.6 -0.3 -0.11
C -4.54773 4.15323 -4.27950 2.2 0.8 0.3 -0.09
C -3.30749 4.76286 -4.00943 -0.6 -0.7 0.2 0.00
H -4.33075 7.92347 -3.31477 0.1 0.0 0.1 0.12
H -6.47189 6.93645 -3.69810 -0.6 -0.6 -0.1 0.10
H -6.59086 4.37830 -4.39563 -0.5 0.4 0.1 0.10
H -4.51518 3.12699 -4.61442 -0.4 -0.1 0.1 0.10
H -2.39361 4.18742 -3.99969 0.2 0.0 -0.2 0.10
F -0.38985 -5.13572 0.51138 -0.2 -0.4 -0.2 0.03
C -1.64166 -5.65657 0.60804 -1.2 0.8 0.4 -0.26
C -2.66725 -4.74294 0.96018 -0.4 -1.2 -0.4 -0.01
C -3.96980 -5.24208 1.16756 1.3 -0.1 -0.5 -0.08
C -4.24122 -6.58955 0.91274 0.2 0.6 0.8 -0.11
C -3.22526 -7.46267 0.55682 0.5 0.6 -0.7 -0.07
C -1.89075 -7.00431 0.37791 -0.9 0.3 0.7 -0.01
H -2.48983 -3.67782 0.93927 0.2 0.0 0.4 0.09
H -4.77626 -4.58935 1.46752 0.1 0.2 -0.1 0.10
H -5.25743 -6.89850 1.10834 0.0 -0.4 -0.3 0.10
H -3.49910 -8.47334 0.29235 0.3 -0.2 0.2 0.10
H -1.07925 -7.68926 0.18113 0.0 0.0 -0.2 0.11
F 1.08699 4.03844 1.76064 -0.1 -0.6 0.4 0.06
C 1.15459 5.16967 1.06181 0.8 1.5 0.5 -0.30
C 1.67653 6.31484 1.71960 -0.1 -0.4 0.2 -0.02
C 1.79857 7.51592 1.05895 -0.7 -0.4 -1.7 -0.07
C 1.35827 7.55360 -0.28065 -0.2 0.1 -0.3 -0.09
C 0.82158 6.44938 -0.91514 0.0 -1.3 0.9 -0.07
C 0.75617 5.20097 -0.24224 -0.3 1.1 -0.5 -0.02
H 1.95323 6.27337 2.76273 0.0 -0.4 0.1 0.11
H 2.16161 8.45097 1.45932 0.1 -0.3 0.5 0.11
H 1.37990 8.47306 -0.84680 0.1 0.2 0.1 0.10
H 0.38312 6.45077 -1.90213 0.2 0.5 -0.2 0.09
H 0.31260 4.34893 -0.73585 0.1 -0.2 0.1 0.10
F -2.10721 1.78774 0.37329 0.4 0.0 0.3 0.04
C -1.12545 0.87744 0.17450 1.8 -1.0 -1.0 -0.25
C 0.22483 1.26785 -0.06931 -0.8 -0.4 0.0 0.00
C 1.16664 0.29515 -0.45271 -0.9 -0.8 0.1 -0.07
C 0.78436 -1.04220 -0.56418 -0.9 0.4 -0.1 -0.11
C -0.55190 -1.39883 -0.34383 0.6 -0.4 -0.2 -0.06
C -1.49525 -0.47367 0.01896 -0.3 1.9 0.3 -0.03
H 0.55333 2.29570 -0.02441 -0.2 0.1 0.1 0.08
H 2.19410 0.48432 -0.72648 0.0 0.7 0.3 0.10
H 1.49532 -1.78637 -0.89150 0.0 0.0 0.0 0.07
H -0.90597 -2.40449 -0.51611 0.2 -0.3 0.1 0.09
H -2.54223 -0.71858 0.12020 -0.1 -0.2 0.1 0.07
F 1.67896 2.43588 -2.88716 0.2 -0.7 0.7 0.08
C 1.83016 3.20074 -3.95813 0.0 0.2 -0.7 -0.33
C 1.00689 4.25787 -4.11361 -1.3 1.3 0.8 -0.04
C 1.12480 5.12757 -5.17776 0.3 0.4 -0.1 -0.07
C 2.04121 4.87045 -6.18332 0.0 -0.4 0.0 -0.09
C 2.85105 3.74597 -6.06182 -0.4 0.5 0.3 -0.06
C 2.76016 2.95929 -4.91332 1.6 -1.0 -1.1 -0.01
H 0.31071 4.43098 -3.30629 -0.3 0.2 0.0 0.10
H 0.58946 6.06547 -5.18974 -0.4 -0.1 0.0 0.11
H 2.10092 5.52334 -7.04156 0.1 0.0 0.0 0.10
H 3.55849 3.52631 -6.84774 0.1 -0.2 0.1 0.11
H 3.47328 2.15782 -4.78884 -0.1 -0.3 0.0 0.11
F -7.08767 -1.65076 3.76127 -0.7 -0.2 0.2 0.07
C -5.81074 -1.78242 4.11225 1.8 0.1 1.6 -0.28
C -4.86716 -1.16977 3.31208 -0.4 -0.3 -0.6 -0.05
C -3.51595 -1.28092 3.59222 0.5 -1.5 1.0 -0.07
C -3.12294 -2.04668 4.70654 0.0 -0.3 -0.2 -0.08
C -4.07023 -2.65927 5.52917 0.5 1.0 0.1 -0.09
C -5.39441 -2.44300 5.30920 -2.2 0.5 -1.6 -0.02
H -5.20496 -0.74721 2.37734 0.0 0.2 0.0 0.08
H -2.75995 -0.99949 2.87413 0.0 0.5 0.0 0.09
H -2.09854 -2.27818 4.95834 0.3 0.4 -0.4 0.08
H -3.82014 -3.21266 6.42226 0.4 0.0 -0.1 0.11
H -6.12255 -2.78667 6.02900 -0.2 -0.2 -0.2 0.11
F -1.07885 -0.28921 6.95180 0.2 -0.6 0.7 0.08
C -0.83754 0.84176 6.31340 -0.7 2.2 -1.5 -0.28
C -1.39349 2.06432 6.77644 0.5 -0.7 -0.8 -0.01
C -1.31395 3.21985 5.96980 0.7 -1.9 0.9 -0.07
C -0.67476 3.11026 4.72444 -0.5 1.8 -0.1 -0.11
C -0.15877 1.94411 4.23447 0.0 -1.3 1.6 -0.09
C -0.21836 0.81420 5.06924 0.3 -0.1 -0.5 -0.01
H -1.90538 2.05094 7.72733 0.0 0.2 0.1 0.11
H -1.71368 4.11230 6.42822 0.1 0.3 -0.6 0.09
H -0.56196 4.00037 4.12329 -0.1 0.2 -0.1 0.09
H 0.34712 1.82142 3.28821 -0.1 0.4 -0.1 0.09
H 0.26022 -0.07011 4.67509 -0.3 -0.4 0.4 0.08
F 3.67783 2.53268 0.44304 -0.2 0.0 0.2 0.04
C 4.60232 3.02889 -0.40610 -0.4 -1.8 -0.5 -0.25
C 5.19489 2.08933 -1.30252 -0.2 2.2 1.2 -0.01
C 6.16538 2.64044 -2.10477 0.8 0.3 -0.7 -0.10
C 6.46391 4.01866 -2.15730 -1.6 -0.6 0.4 -0.06
C 5.69370 4.85518 -1.33548 1.5 0.9 -1.0 -0.09
C 4.83476 4.38658 -0.38822 -0.4 -1.2 0.2 -0.03
H 4.94312 1.04100 -1.36593 -0.2 0.0 0.4 0.10
H 6.69779 1.96630 -2.75935 0.1 0.0 -0.2 0.10
H 7.11020 4.37337 -2.94653 0.1 0.2 0.3 0.10
H 5.72688 5.93319 -1.39196 0.5 0.1 -0.3 0.11
H 4.34725 5.05183 0.30905 -0.2 -0.1 0.0 0.12